1) This record from the OMol25 dataset describes 2 unconnected molecules or ions with the total composition C2H4N2S3. The level of theory is ωB97M-V/def2-TZVPD.

Properties
- HOMO (spin up / spin down): -8.2 / -8.0 eV

Last column: Mulliken charge in e.
Cartesian coordinates (Å):
C  -0.745  -0.759  -1.103  -0.47
C  -0.599  0.420  -0.489  0.41
N  -1.237  -1.797  -0.474  -0.18
N  -0.712  1.425  0.093  -0.05
S  -1.723  -1.872  1.112  -0.24
S  2.690  1.670  1.222  -0.29
S  -0.809  2.796  0.894  -0.10
H  -0.461  -1.019  -2.086  0.40
H  -1.201  -2.694  -0.824  0.25
H  2.382  1.354  -0.037  0.12
H  2.415  0.476  1.692  0.15



2) This record from the OMol25 dataset describes a single C2H4N2S3 molecule. The level of theory is ωB97M-V/def2-TZVPD.

Properties
- SMILES string: SC1=CNSN1S
- HOMO: -7.7 eV

Last column: Mulliken charge in e.
Cartesian coordinates (Å):
S  -1.684  -1.327  0.512  -0.24
C  -0.304  -0.185  0.358  0.15
C  -0.412  1.060  -0.156  -0.06
N  0.803  1.719  -0.223  -0.29
S  2.097  0.600  0.433  0.08
N  0.981  -0.650  0.436  -0.30
S  1.183  -1.934  -1.049  -0.13
H  -2.579  -0.607  1.225  0.14
H  -1.414  1.678  -0.249  0.28
H  0.960  2.261  -1.033  0.25
H  0.370  -2.614  -0.256  0.12



In terms of stability, 2) leads; the second structure lies 20.6 kJ/mol higher.



1) This record from the OMol25 dataset describes 5 unconnected molecules or ions with the total composition C3H15NO3S. The level of theory is ωB97M-V/def2-TZVPD.

Properties
- HOMO: -8.9 eV

Last column: Mulliken charge in e.
Cartesian coordinates (Å):
C  1.159  -1.917  1.073  -1.38
C  0.004  -0.939  0.873  0.08
C  0.494  0.326  -0.117  -0.87
S  1.545  1.375  0.720  -0.26
N  -1.061  -1.550  0.285  -0.38
H  2.037  -1.392  1.449  0.35
H  0.859  -2.689  1.757  0.37
H  1.417  -2.390  0.124  0.36
H  -0.308  -0.512  1.816  0.64
H  -0.381  0.829  -0.453  0.51
H  0.987  -0.116  -0.959  0.54
H  -2.678  1.031  -1.454  -0.20
H  -3.349  1.155  -1.750  0.18
H  -1.870  -0.933  0.200  0.29
H  -0.825  -1.941  -0.721  0.40
H  -0.337  -2.482  -2.589  0.19
O  0.045  -2.038  -1.812  -0.78
H  -0.196  1.749  2.108  0.24
H  -1.175  2.387  3.112  0.30
O  -1.064  1.631  2.527  -0.57
H  1.990  3.012  -2.689  0.32
H  1.515  2.548  -1.321  0.25
O  1.192  2.856  -2.178  -0.57



2) This record from the OMol25 dataset describes 5 unconnected molecules or ions with the total composition C3H15NO3S. The level of theory is ωB97M-V/def2-TZVPD.

Properties
- HOMO: -8.7 eV

Last column: Mulliken charge in e.
Cartesian coordinates (Å):
C  -0.459  1.888  -0.124  -0.29
C  -0.472  0.699  -1.149  -0.44
C  -1.991  0.198  -1.228  -0.48
S  -2.454  -0.617  0.290  -0.03
N  0.956  2.234  0.156  -0.50
H  -1.022  2.679  -0.553  0.35
H  -1.016  1.574  0.837  0.25
H  0.162  -0.221  -0.693  -0.03
H  -0.073  1.051  -2.137  0.37
H  -2.554  1.136  -1.396  0.36
H  -2.010  -0.401  -2.173  0.35
H  -2.158  -1.365  2.799  0.00
H  1.037  2.691  1.110  0.28
H  1.585  1.420  0.140  0.38
H  -1.447  -1.143  2.890  0.01
H  -0.736  -1.967  0.629  0.25
O  0.091  -2.449  0.898  -0.63
H  2.451  -1.101  -0.636  0.38
H  2.055  -2.647  -0.901  0.29
O  1.808  -1.742  -1.104  -0.63
H  3.147  -0.066  1.030  0.19
H  0.777  -1.790  0.817  0.43
O  2.325  -0.059  0.497  -0.86



3) This record from the OMol25 dataset describes 4 unconnected molecules or ions with the total composition C3H15NO3S. The level of theory is ωB97M-V/def2-TZVPD.

Properties
- SMILES string: CNCCS.O.O.O
- HOMO: -8.8 eV

Last column: Mulliken charge in e.
Cartesian coordinates (Å):
C  1.916  -2.255  0.985  -0.85
N  0.482  -1.994  0.701  -0.33
C  0.209  -1.684  -0.670  -0.70
C  -0.690  -0.451  -0.752  -0.12
S  -2.242  -0.806  -1.562  -0.28
H  2.539  -1.359  0.719  0.25
H  2.348  -3.150  0.457  0.36
H  2.085  -1.844  2.082  0.30
H  -0.077  -2.841  0.994  0.23
H  1.058  -1.413  -1.275  0.29
H  -0.259  -2.522  -1.154  0.58
H  -0.944  0.175  0.173  0.10
H  -0.145  0.317  -1.470  0.17
H  -3.088  -0.059  -0.953  0.12
O  -0.195  1.655  2.187  -0.61
H  0.356  1.023  1.755  0.25
H  -0.458  1.196  3.042  0.31
O  -0.336  3.907  -0.111  -0.65
H  -0.602  3.602  0.890  0.34
H  0.547  3.597  -0.119  0.30
O  2.530  1.217  0.208  -0.63
H  1.612  1.366  -0.001  0.23
H  2.919  0.879  -0.711  0.36



4) This record from the OMol25 dataset describes 4 unconnected molecules or ions with the total composition C3H15NO3S. The level of theory is ωB97M-V/def2-TZVPD.

Properties
- SMILES string: CNCCS.O.O.O
- HOMO: -8.7 eV

Last column: Mulliken charge in e.
Cartesian coordinates (Å):
C  1.902  -1.784  -1.754  -0.81
N  0.699  -2.060  -0.934  -0.36
C  -0.480  -1.274  -1.247  -0.40
C  -1.513  -1.680  -0.153  -0.61
S  -2.286  -0.161  0.497  -0.24
H  2.332  -0.897  -1.323  0.18
H  1.677  -1.571  -2.809  0.29
H  2.517  -2.691  -1.688  0.36
H  0.468  -3.044  -0.957  0.23
H  -0.244  -0.200  -1.265  0.30
H  -0.997  -1.405  -2.204  0.29
H  -2.421  -2.180  -0.487  0.34
H  -1.164  -2.283  0.672  0.38
H  -3.133  -0.686  1.406  0.10
O  0.296  2.194  2.062  -0.65
H  0.478  1.260  1.879  0.30
H  -0.087  2.213  2.942  0.27
O  0.490  2.530  -0.894  -0.63
H  0.797  2.359  0.004  0.36
H  -0.308  3.075  -0.777  0.31
O  2.498  1.315  1.251  -0.55
H  3.329  0.830  1.154  0.26
H  2.791  2.223  1.310  0.31



In terms of stability, 4) leads; the second structure lies 153.0 kJ/mol higher.



1) This record from the OMol25 dataset describes a single C6H14O molecule. The level of theory is ωB97M-V/def2-TZVPD.

Properties
- SMILES string: COCC(C)(C)C
- HOMO: -9.4 eV

Last column: Mulliken charge in e.
Cartesian coordinates (Å):
C  2.321  -1.408  -0.539  -0.57
O  1.850  -0.587  0.508  -0.34
C  1.011  0.508  0.179  -0.87
C  -0.605  0.357  0.170  1.77
C  -1.168  1.780  0.364  -1.72
C  -1.230  -0.192  -1.151  -1.63
C  -0.889  -0.587  1.307  -1.63
H  3.027  -0.876  -1.195  0.28
H  1.494  -1.795  -1.144  0.22
H  2.849  -2.258  -0.086  0.23
H  0.992  0.796  -0.852  0.44
H  1.304  1.276  0.916  0.36
H  -0.825  2.204  1.312  0.41
H  -2.267  1.804  0.366  0.41
H  -0.849  2.462  -0.440  0.37
H  -0.882  -1.201  -1.396  0.37
H  -1.054  0.446  -2.032  0.38
H  -2.328  -0.262  -1.057  0.41
H  -0.219  -1.443  1.175  0.33
H  -1.922  -0.935  1.353  0.40
H  -0.612  -0.091  2.241  0.37



2) This record from the OMol25 dataset describes 2 unconnected molecules or ions with the total composition C6H14O. The level of theory is ωB97M-V/def2-TZVPD.

Properties
- SMILES string: C/C=C/OCCC.[H][H]
- HOMO: -8.4 eV

Last column: Mulliken charge in e.
Cartesian coordinates (Å):
C  -3.691  0.209  0.595  -1.10
C  -2.379  -0.503  0.464  0.16
C  -1.205  0.123  0.472  -0.50
O  -0.027  -0.549  0.414  -0.32
C  1.117  0.228  0.104  -0.46
C  2.304  -0.713  0.050  -0.27
C  3.628  0.013  -0.158  -1.22
H  -3.569  1.291  0.478  0.29
H  -4.406  -0.127  -0.164  0.31
H  -4.153  0.030  1.573  0.30
H  -2.379  -1.587  0.372  0.33
H  -1.127  1.210  0.537  0.30
H  1.266  1.001  0.873  0.33
H  0.981  0.736  -0.860  0.28
H  2.132  -1.439  -0.752  0.28
H  2.325  -1.283  0.985  0.28
H  3.839  0.699  0.670  0.32
H  3.624  0.599  -1.083  0.32
H  4.457  -0.699  -0.219  0.35
H  -1.567  0.236  -1.896  -0.13
H  -1.172  0.525  -2.453  0.15



3) This record from the OMol25 dataset describes a single C6H14O molecule. The level of theory is ωB97M-V/def2-TZVPD.

Properties
- SMILES string: COCC(C)(C)C
- HOMO: -9.7 eV

Last column: Mulliken charge in e.
Cartesian coordinates (Å):
C  2.571  -1.275  -0.634  -0.77
O  1.197  -1.096  -0.380  -0.31
C  0.821  0.233  -0.105  -1.07
C  -0.683  0.310  0.163  2.09
C  -1.031  1.784  0.384  -1.78
C  -1.455  -0.236  -1.041  -1.73
C  -1.028  -0.497  1.419  -1.72
H  3.116  -0.323  -0.661  0.36
H  2.697  -1.770  -1.603  0.24
H  3.024  -1.905  0.142  0.24
H  1.076  0.885  -0.960  0.49
H  1.365  0.612  0.778  0.46
H  -0.479  2.198  1.237  0.40
H  -2.101  1.905  0.588  0.41
H  -0.790  2.386  -0.501  0.40
H  -1.197  -1.283  -1.226  0.35
H  -1.221  0.337  -1.947  0.37
H  -2.536  -0.168  -0.870  0.44
H  -0.719  -1.541  1.307  0.35
H  -2.107  -0.472  1.612  0.43
H  -0.520  -0.084  2.300  0.37



4) This record from the OMol25 dataset describes 2 unconnected molecules or ions with the total composition C6H14O. The level of theory is ωB97M-V/def2-TZVPD.

Properties
- SMILES string: C/C=C(/C)CC.O
- HOMO: -8.7 eV

Last column: Mulliken charge in e.
Cartesian coordinates (Å):
C  1.367  -2.817  -2.526  -1.19
C  1.421  -1.367  -2.789  -0.34
C  0.644  -0.404  -2.260  0.66
C  1.003  1.097  -2.599  -1.25
C  -0.474  -0.614  -1.298  -0.42
C  0.000  0.000  0.000  -1.10
H  0.885  -3.159  -1.595  0.35
H  2.432  -3.104  -2.497  0.33
H  0.888  -3.327  -3.379  0.25
H  2.187  -1.088  -3.525  0.28
H  1.741  1.177  -3.415  0.37
H  1.378  1.662  -1.729  0.20
H  0.057  1.554  -2.934  0.32
H  -0.814  -1.663  -1.207  0.35
H  -1.348  -0.001  -1.590  0.24
H  0.016  1.099  -0.090  0.24
H  1.022  -0.350  0.222  0.32
H  -0.657  -0.274  0.843  0.39
O  2.428  2.908  1.205  -0.65
H  1.865  2.831  2.008  0.32
H  1.857  3.361  0.544  0.32



In terms of stability, 3) leads; the second structure lies 48.4 kJ/mol higher.



1) This record from the OMol25 dataset describes 2 unconnected molecules or ions with the total composition C6H14O. The level of theory is ωB97M-V/def2-TZVPD.

Properties
- SMILES string: C=C(C)CCC.O
- HOMO: -9.4 eV

Last column: Mulliken charge in e.
Cartesian coordinates (Å):
C  -0.303  -0.651  1.847  -1.14
C  -0.019  -0.409  0.565  1.21
C  -0.271  -1.304  -0.584  -1.37
C  0.910  0.752  0.300  -0.95
C  0.204  1.871  -0.552  -0.22
C  1.179  2.506  -1.519  -1.29
H  -0.949  -1.465  2.158  0.02
H  0.098  -0.063  2.659  0.28
H  0.316  -0.973  -1.441  0.29
H  -0.169  -2.383  -0.430  0.32
H  -1.295  -1.369  -0.988  0.38
H  1.721  0.422  -0.362  0.41
H  1.412  1.197  1.152  0.40
H  -0.247  2.607  0.113  0.31
H  -0.644  1.396  -1.045  0.31
H  2.129  2.740  -1.025  0.32
H  0.867  3.489  -1.886  0.37
H  1.437  1.886  -2.376  0.32
O  -2.445  -3.679  1.239  -0.66
H  -2.224  -2.783  1.543  0.36
H  -1.707  -3.786  0.632  0.33



2) This record from the OMol25 dataset describes a single C6H14O molecule. The level of theory is ωB97M-V/def2-TZVPD.

Properties
- SMILES string: CC(C)C[C@@H](C)O
- HOMO: -10.2 eV

Last column: Mulliken charge in e.
Cartesian coordinates (Å):
C  -1.928  -0.427  -1.266  -1.55
C  -1.104  -0.359  0.021  0.95
C  -1.952  0.114  1.201  -1.64
C  0.144  0.538  -0.111  -1.20
C  1.458  -0.232  -0.185  0.50
C  2.654  0.702  -0.045  -1.41
O  1.447  -1.173  0.883  -0.55
H  -2.832  -1.029  -1.114  0.41
H  -1.361  -0.882  -2.086  0.34
H  -2.246  0.573  -1.590  0.35
H  -0.756  -1.372  0.254  0.22
H  -2.814  -0.541  1.371  0.42
H  -2.323  1.133  1.030  0.34
H  -1.346  0.125  2.115  0.39
H  0.209  1.204  0.760  0.41
H  0.072  1.188  -0.994  0.38
H  1.508  -0.766  -1.150  0.19
H  2.649  1.128  0.964  0.36
H  2.615  1.522  -0.770  0.33
H  3.601  0.168  -0.188  0.41
H  2.306  -1.613  0.899  0.34



In terms of stability, 2) leads; the second structure lies 108.3 kJ/mol higher.